Record 1
Formula: C3H5ClO
Source: OMol25
Level of theory: ωB97M-V with the def2-TZVPD basis set

Atoms and positions in Å:
C (0.337, -0.531, -0.873)
C (0.684, -0.537, 0.635)
C (-0.200, 0.456, 0.059)
O (-0.398, 1.714, 0.026)
Cl (-2.758, -0.450, -0.018)
H (1.187, -0.077, -1.512)
H (-0.305, -1.308, -1.319)
H (0.565, -1.384, 1.350)
H (1.635, -0.062, 0.807)
H (-0.747, 2.179, 0.844)

The value obtained for the HOMO energy is -8.9223 eV. The frontier orbital gap comes out at 7.9 eV. For the largest force on an atom, the calculation gives 2.9 eV/A. As for the energy relative to the best compared isomer or geometry (same formula, charge and spin): 307.1 kJ/mol. As for the charge: 0.

=====

Record 2
Formula: C3H5ClO
Source: OMol25
Level of theory: ωB97M-V with the def2-TZVPD basis set

Atoms and positions in Å:
C (1.987, -0.469, -0.032)
C (-1.118, 0.724, 0.260)
C (-0.818, -0.680, -0.290)
O (2.747, -1.346, 0.126)
Cl (2.529, 1.172, -0.029)
H (-1.474, 0.570, 1.313)
H (-1.958, 1.088, -0.450)
H (-0.213, 1.450, 0.124)
H (-0.963, -1.651, 0.288)
H (-0.719, -0.858, -1.310)

The value obtained for the HOMO energy (alpha / beta) is -7.6219 / -11.8367 eV. The frontier orbital gap (alpha / beta) comes out at 8.4 / 10.0 eV. The expectation value of S² is 2.01. For the largest force on an atom, the calculation gives 2.8 eV/A. Its spin multiplicity is 3. As for the energy relative to the best compared isomer or geometry (same formula, charge and spin): 0.0 kJ/mol. As for the charge: 0.

=====

Record 3
Formula: C3H5ClOS
Source: OMol25
Level of theory: ωB97M-V with the def2-TZVPD basis set

Atoms and positions in Å:
C (-0.290, 0.985, 0.456)
C (-0.280, -0.533, 0.443)
C (0.890, -1.016, -0.454)
H (-0.311, 1.082, -1.476)
H (-0.999, 1.257, 1.193)
H (0.665, 1.212, 0.851)
H (-0.149, -1.026, 1.427)
H (0.524, -1.649, -1.287)
O (-0.713, 1.569, -0.742)
S (2.409, -0.598, -0.178)
Cl (-1.748, -1.284, -0.233)

The value obtained for the HOMO energy is -9.3659 eV. The frontier orbital gap comes out at 8.5 eV. For the largest force on an atom, the calculation gives 1.9 eV/A. As for the energy relative to the best compared isomer or geometry (same formula, charge and spin): 111.5 kJ/mol. As for the charge: 0.

=====

Record 4
Formula: C3H5ClS
Source: OMol25
Level of theory: ωB97M-V with the def2-TZVPD basis set

Atoms and positions in Å:
C (-0.080, -0.606, -0.074)
C (0.266, 1.052, -0.040)
C (0.812, -0.059, 0.896)
H (-2.509, -0.644, -1.357)
H (0.006, -1.333, -0.981)
H (0.821, 1.557, -0.901)
H (-0.444, 1.793, 0.186)
H (0.813, 0.143, 1.874)
S (-1.900, -0.909, 0.313)
Cl (2.214, -0.993, 0.085)

The value obtained for the HOMO energy is -8.7700 eV. The frontier orbital gap comes out at 8.6 eV. For the largest force on an atom, the calculation gives 7.0 eV/A. As for the energy relative to the best compared isomer or geometry (same formula, charge and spin): 402.3 kJ/mol. As for the charge: 0.

=====

Record 5
Formula: C3H5CuLi2O4
Source: OMol25
Level of theory: ωB97M-V with the def2-TZVPD basis set

Atoms and positions in Å:
H (0.999, 1.455, -0.024)
Li (0.246, -0.651, -2.163)
O (-0.705, 2.620, -0.017)
O (-0.634, 0.494, 0.853)
C (0.280, -0.482, 1.395)
C (0.764, -1.450, 0.305)
O (-0.245, -1.771, -0.607)
C (-0.108, 1.510, -0.047)
H (1.122, 0.037, 1.874)
H (-0.305, -1.018, 2.154)
H (1.169, -2.344, 0.810)
H (1.629, -0.986, -0.218)
O (-0.832, 0.761, -1.571)
Cu (-1.680, -0.552, -0.494)
Li (-1.700, 2.375, -2.251)

The value obtained for the HOMO energy (alpha / beta) is -13.2235 / -13.1408 eV. The frontier orbital gap (alpha / beta) comes out at 8.9 / 7.4 eV. The expectation value of S² is 0.75. For the largest force on an atom, the calculation gives 3.5 eV/A. Its spin multiplicity is 2. As for the charge: +1.

=====

Record 6
Formula: C3H5F
Source: OMol25
Level of theory: ωB97M-V with the def2-TZVPD basis set

Atoms and positions in Å:
C (1.143, -1.116, 0.355)
C (0.832, 0.051, -0.116)
C (-1.346, 0.919, -0.106)
F (1.644, 0.952, -0.578)
H (2.135, -1.635, 0.164)
H (0.304, -1.909, 0.493)
H (-1.514, 1.754, 0.518)
H (-1.471, 0.900, -1.109)
H (-1.727, 0.084, 0.379)

The value obtained for the HOMO energy is -9.5835 eV. The frontier orbital gap comes out at 10.0 eV. For the largest force on an atom, the calculation gives 4.9 eV/A. As for the energy relative to the best compared isomer or geometry (same formula, charge and spin): 345.7 kJ/mol. As for the charge: 0.